[1]
Molecular formula: C5H13N3S2
Method: DFT, wB97M-V/def2-TZVPD

Cartesian coordinates (Å):
C: 0.5060 -1.0310 -1.1001
C: 0.6090 -1.0971 1.5867
C: -2.1502 0.7174 -0.6085
C: 1.6557 1.1947 1.0298
C: -0.7240 1.1433 -0.9822
N: 0.1650 0.0759 -0.4207
N: 0.4303 -1.3078 -2.3790
N: 0.4913 0.2322 0.9717
S: 1.3484 -2.0542 0.0501
S: -1.0044 -1.7393 2.1016
H: 1.3306 -1.1635 2.2732
H: -2.5505 -0.1364 -1.0901
H: -2.2421 0.6981 0.4031
H: -2.7369 1.5729 -1.0321
H: 2.7305 0.6920 1.0805
H: 1.6253 1.9504 0.3060
H: 1.6169 1.6542 1.9675
H: -0.5216 2.2032 -0.7461
H: -0.6640 1.2008 -2.0462
H: -0.1523 -0.7251 -2.9775
H: 1.0006 -1.9911 -2.8421
H: -0.1767 0.7124 1.5875
H: -0.5870 -2.8018 2.8666

Atomic forces in eV per Å
C 2.06 -0.67 2.90
C -1.82 -2.36 -4.23
C 0.22 3.27 -3.21
C 3.62 -2.44 1.39
C -1.40 -0.85 0.31
N -1.81 2.23 -1.85
N -1.23 1.66 0.37
N 1.11 0.51 -0.61
S -0.12 -0.37 0.47
S 0.14 0.11 0.12
H 2.77 0.13 2.81
H 0.11 -1.15 -0.38
H -0.72 -0.15 2.98
H -0.10 -0.69 0.76
H -2.49 0.53 -0.72
H -0.43 0.65 -1.37
H -0.36 0.83 1.61
H 0.48 -0.74 0.87
H 0.59 -0.58 -0.90
H 0.32 -0.12 -0.04
H 0.13 -0.63 0.15
H -1.23 0.13 -1.04
H 0.16 0.72 -0.39

## Properties
F_max   5.18 eV Å⁻¹
Multiplicity   1
HOMO energy   -17.5 eV
Charge   +2

[2]
Molecular formula: C5H13N3Si
Method: DFT, wB97M-V/def2-TZVPD

Cartesian coordinates (Å):
C: -2.5771 -0.8994 0.2366
C: -2.2858 0.6712 0.6778
C: 2.0935 1.4107 -0.6742
C: 1.2510 -1.4780 -1.2424
C: 0.9910 -0.5979 1.6820
N: -1.8389 -1.4179 -0.5145
N: -1.5773 1.3360 -0.3845
N: -0.5285 0.7424 -0.8656
Si: 0.8552 -0.0358 -0.1876
H: -3.6286 -1.1281 0.5758
H: -3.2828 0.9294 0.9152
H: -1.5632 0.4792 1.4745
H: 2.6837 1.7723 0.2345
H: 2.8202 1.2361 -1.5735
H: 1.6108 2.3189 -1.0863
H: 2.2931 -1.3173 -1.5822
H: 1.2337 -2.3719 -0.5918
H: 0.4870 -1.5245 -2.1396
H: 0.1728 -1.2880 1.9204
H: 1.9487 -0.9372 2.0374
H: 0.8798 0.2810 2.2194
H: -2.0382 1.8187 -1.1313

Atomic forces in eV per Å
C -2.87 2.45 1.37
C 1.62 -0.73 -0.84
C 1.41 0.53 -0.13
C -0.72 -0.44 -1.45
C -0.66 -0.17 -2.02
N 2.40 -2.18 -2.25
N -0.13 -1.24 0.75
N -0.97 -0.15 0.31
Si 1.69 0.52 0.16
H 1.08 -0.37 -0.08
H -0.55 1.57 0.51
H -0.53 0.49 0.37
H -0.42 -0.50 -1.24
H -0.98 -0.41 1.88
H -0.38 -0.46 0.62
H -0.56 -0.31 -0.14
H -0.23 0.15 -0.70
H 1.72 -0.20 1.82
H 0.33 0.01 0.03
H 0.44 -0.66 -0.41
H -0.68 1.87 1.41
H -1.00 0.21 0.04

## Properties
F_max   4.02 eV Å⁻¹
Multiplicity   1
HOMO energy (spin up / spin down)   -8.5 / -7.8 eV

[3]
Molecular formula: C5H13N4
Method: DFT, wB97M-V/def2-TZVPD

Cartesian coordinates (Å):
C: 0.0579 -0.6162 0.4324
C: 1.5223 -0.8402 0.7918
C: -0.0224 0.7140 -0.1307
C: -1.3211 1.3976 -0.6140
C: 3.4765 0.5039 0.2948
N: -0.8253 -1.4658 0.7045
N: 1.1825 1.2614 -0.0592
N: -4.0675 -1.1505 -0.3331
N: 2.0710 0.4094 0.5086
H: 1.8537 -1.0973 1.8189
H: 1.9072 -1.5961 0.1349
H: -1.7880 1.5102 0.3613
H: -1.7124 0.7442 -1.3083
H: -0.9225 2.2479 -1.1474
H: 4.0879 0.6825 1.2074
H: 3.7551 -0.4953 -0.1196
H: 3.6356 1.2820 -0.4615
H: -1.8125 -1.4014 0.2774
H: 1.4860 2.0597 -0.5693
H: -3.3487 -1.3948 -0.9513
H: -4.4168 -1.9914 0.0325
H: -4.7986 -0.7639 -0.8700

Atomic forces in eV per Å
C -0.04 -1.15 1.69
C -1.01 -0.17 1.03
C -0.05 1.77 -1.27
C 4.31 0.01 1.87
C 0.95 -0.33 -0.72
N -1.82 -0.77 -1.32
N -2.17 -3.13 -0.15
N 0.45 1.05 1.10
N 1.55 2.11 0.51
H -0.96 -0.28 -0.35
H 0.34 -0.60 -0.59
H -1.06 0.57 -0.56
H -1.64 -1.37 -1.13
H -0.82 0.88 0.19
H -0.64 0.07 -0.53
H 0.35 0.90 0.07
H 0.50 -0.19 0.24
H 1.84 0.76 1.20
H 0.34 1.03 -0.01
H 1.00 -0.50 -1.35
H -0.53 -1.34 0.76
H -0.90 0.69 -0.69

## Properties
F_max   4.70 eV Å⁻¹
Multiplicity   1
HOMO energy (spin up / spin down)   -13.0 / -13.0 eV
Charge   +1

[4]
Molecular formula: C5H13N4
Method: DFT, wB97M-V/def2-TZVPD

Cartesian coordinates (Å):
H: -2.1907 0.4757 2.2340
N: -1.6419 0.5942 1.4241
N: -1.4848 -0.4993 0.8666
C: -0.7196 -0.5181 -0.2981
C: -1.6638 -1.0804 -1.4010
C: 0.5696 -1.3714 0.0089
N: 1.4875 -0.6710 0.8716
C: 1.9833 0.6411 0.4587
C: 0.8128 1.5543 0.2792
N: -0.2523 1.0010 -0.6102
H: -2.6251 -0.5587 -1.3147
H: -1.8371 -2.1602 -1.1866
H: -1.4208 -0.8697 -2.4541
H: 0.2790 -2.2466 0.5855
H: 0.9995 -1.5936 -0.9735
H: 2.2586 -1.3714 0.9938
H: 2.6251 0.6453 -0.4448
H: 2.7363 0.9420 1.3836
H: 0.2286 1.5286 1.3033
H: 1.1926 2.6435 0.0999
H: -1.1855 1.5985 -0.2638
H: -0.1511 1.3163 -1.5625

Atomic forces in eV per Å
H -1.04 -0.37 1.44
N 0.59 -0.48 -1.86
N -0.98 0.73 2.13
C 1.51 0.33 -1.60
C -0.23 0.41 0.20
C -0.70 1.29 -0.84
N 1.13 -1.04 0.24
C 2.39 -0.61 1.59
C -0.21 1.50 3.58
N -3.12 1.84 1.09
H 0.00 -0.25 0.35
H 0.24 0.83 -0.37
H 0.76 -0.45 0.49
H -0.30 -0.27 -0.56
H -0.04 -0.42 -0.06
H -0.71 1.35 0.26
H -0.21 -0.21 0.14
H -2.17 -0.11 -2.46
H 1.55 0.54 -1.91
H -1.27 -1.98 -0.37
H 2.58 -1.93 -0.75
H 0.26 -0.70 -0.74

## Properties
SMILES string   [H]/N=N/[C@]1(C)CNCC[NH2+]1
F_max   3.89 eV Å⁻¹
Multiplicity   1
HOMO energy   -13.2 eV
Charge   +1

[5]
Molecular formula: C5H13N4O2S
Method: DFT, wB97M-V/def2-TZVPD

Cartesian coordinates (Å):
C: -2.2314 -1.8344 0.0668
C: -1.0719 -2.3202 0.4687
C: -0.3002 -1.9215 1.7539
O: 1.0249 -1.5220 1.4469
S: 1.3520 -0.6009 0.1633
C: 2.9195 -0.0607 0.7190
O: 1.2440 -1.2927 -1.1322
N: 0.3334 0.5935 0.3307
N: -0.3548 0.8223 -0.8540
C: -0.6147 2.1280 -1.0384
N: -0.9442 2.4040 -2.3205
N: -0.5012 3.0447 -0.1583
H: -2.6243 -2.2705 -0.8240
H: -2.7436 -0.9323 0.4982
H: -0.7624 -3.2142 -0.0888
H: -0.8566 -1.2314 2.4294
H: -0.1091 -2.8046 2.4953
H: 2.8524 0.6064 1.5642
H: 3.3622 -1.1063 1.0597
H: 3.5383 0.4905 -0.1438
H: -0.2259 0.1081 -1.5545
H: -0.8486 3.2771 -2.7845
H: -0.9289 1.5543 -2.8287
H: -1.3491 3.5886 0.0373
H: -0.1600 2.4940 0.6942

Atomic forces in eV per Å
C -0.13 1.71 0.49
C 0.16 -0.83 1.46
C -1.57 -2.13 0.81
O 1.96 0.87 -1.03
S -2.68 0.19 0.33
C 2.74 -1.96 -1.46
O 0.91 1.04 2.11
N 0.83 -1.26 0.42
N 0.06 1.69 1.39
C -0.42 -2.69 -5.72
N -0.52 -0.75 1.10
N 0.44 0.37 4.91
H -0.65 -0.10 -0.37
H 0.54 -1.12 -0.30
H 0.52 0.43 0.44
H 0.54 0.26 -1.05
H -0.42 1.15 -1.75
H -0.49 0.01 0.23
H -0.18 2.39 -0.75
H -1.54 -1.61 1.77
H -0.12 0.20 -0.66
H -0.03 0.57 0.02
H -0.24 -0.08 -1.37
H 0.68 0.12 -0.32
H -0.40 1.52 -0.70

## Properties
SMILES string   C=CCO[S@@](C)(=O)=N[NH+]=C(N)N
F_max   6.33 eV Å⁻¹
Multiplicity   1
HOMO energy   -12.4 eV
Charge   +1

[6]
Molecular formula: C5H13NO
Method: DFT, wB97M-V/def2-TZVPD

Cartesian coordinates (Å):
N: 1.9487 -1.5430 0.8584
C: 1.6035 -0.3128 1.4410
C: 1.4564 0.6757 0.2410
C: 0.2990 0.5919 -0.6729
C: -0.8535 -0.3849 -0.4118
C: -2.1975 0.3276 -0.3565
O: -2.4902 0.6614 -1.7613
H: 2.4183 -1.5404 -0.0314
H: 1.1065 -2.0425 0.7579
H: 2.2769 0.1575 2.1783
H: 0.4960 -0.2652 1.8943
H: 2.2004 0.6654 -0.5450
H: 1.5267 1.8102 0.5384
H: 0.5422 0.8445 -1.7054
H: -0.2927 1.6181 -0.3790
H: -0.7701 -0.8963 0.5910
H: -0.9001 -1.2208 -1.0878
H: -2.1109 1.0801 0.4381
H: -2.8441 -0.6094 -0.0599
H: -3.4157 0.3830 -1.9274

Atomic forces in eV per Å
N 0.52 -1.97 1.13
C -2.27 3.67 -1.24
C 1.76 3.08 0.82
C -4.62 3.44 1.01
C 0.66 -0.30 1.21
C -0.17 -4.10 -1.25
O -1.05 0.26 1.58
H 0.09 0.55 0.00
H -0.75 -1.19 -0.29
H -0.03 -0.72 -0.20
H 2.57 -0.68 -0.50
H 1.70 -0.74 0.84
H -0.02 -2.08 0.11
H -0.05 -0.83 -0.07
H 1.15 -2.00 -0.99
H 0.23 0.67 -0.74
H -0.09 -0.21 -0.64
H -0.79 0.40 -0.74
H 0.26 2.31 -0.20
H 0.88 0.47 0.16

## Properties
SMILES string   NCCCCCO
F_max   5.85 eV Å⁻¹
Multiplicity   1
HOMO energy   -8.9 eV

[7]
Molecular formula: C5H13NO
Method: DFT, wB97M-V/def2-TZVPD

Cartesian coordinates (Å):
C: -1.8685 -1.1456 -0.0387
C: -1.7799 -0.8083 1.5010
N: -1.8624 -1.8582 2.3811
O: -1.4057 0.2727 1.9658
H: -1.2162 -0.5293 -0.6161
H: -2.8691 -1.0528 -0.4720
H: -1.5366 -2.1746 -0.1925
H: -1.6641 -1.6984 3.3270
H: -1.6700 -2.8284 2.0516
C: 1.8381 0.2473 0.1309
C: 0.9736 0.9761 -0.8759
C: 1.4885 1.9550 -1.9830
H: 2.5571 -0.4470 -0.2940
H: 1.1930 -0.2805 0.8368
H: 2.4776 0.9059 0.7475
H: 0.2923 0.2117 -1.3728
H: 0.1745 1.5592 -0.2600
H: 1.4836 1.3326 -2.9229
H: 1.0070 2.9130 -1.9670
H: 2.3873 2.4496 -1.9471

Atomic forces in eV per Å
C -0.59 -0.48 1.44
C 2.16 0.80 0.23
N -0.54 -2.30 -2.41
O -1.22 -0.68 -1.28
H 0.33 0.63 0.07
H 0.02 0.02 0.41
H -0.14 -0.04 0.08
H 0.37 0.56 1.18
H -0.56 1.40 0.36
C 0.89 0.43 0.46
C -2.66 1.14 0.53
C -1.29 -2.47 -0.45
H -0.12 -0.31 -0.35
H 0.06 -0.09 -0.11
H -0.47 0.10 -0.28
H 1.17 0.88 0.23
H 1.40 -0.84 -0.81
H -0.25 1.46 0.49
H -1.92 -0.04 -0.64
H 3.35 -0.17 0.84

## Properties
SMILES string   CC(N)=O.CCC
F_max   3.46 eV Å⁻¹
Multiplicity   1
HOMO energy   -9.8 eV

[8]
Molecular formula: C5H13NO
Method: DFT, wB97M-V/def2-TZVPD

Cartesian coordinates (Å):
C: -0.1789 2.1448 2.2427
C: -0.1055 0.8220 2.2918
C: 0.7545 -0.0200 1.4081
C: -0.0671 -0.9714 0.5343
C: -0.8689 -0.2583 -0.5634
N: 0.6787 -2.1658 0.0976
H: -0.6412 2.9267 2.8231
H: 0.5752 2.5825 1.5801
H: -0.7174 0.2206 2.9641
H: 1.4267 0.6006 0.8192
H: 1.3893 -0.6544 2.0399
H: -0.8414 -1.3408 1.2206
H: -1.8054 0.1081 -0.1475
H: -0.3136 0.6519 -0.8217
H: -1.0634 -0.8452 -1.4476
H: 0.9146 -2.0811 -0.8874
H: 1.5546 -2.2160 0.5786
O: -0.2524 0.3636 -5.2002
H: -0.8786 -0.3419 -4.9738
H: 0.4403 0.4739 -4.5584

Atomic forces in eV per Å
C 1.85 0.37 -0.74
C -0.84 -0.07 0.48
C 0.31 -0.10 -0.09
C -1.04 -0.67 0.73
C 0.87 0.89 0.57
N -0.35 0.67 -0.90
H -0.72 -0.64 0.43
H -0.33 0.10 -0.17
H -0.12 0.26 0.08
H 0.08 0.12 -0.24
H -0.04 0.08 0.07
H 0.12 -0.22 0.04
H -0.12 -0.14 -0.09
H -0.08 -0.14 -0.44
H -0.03 -0.32 -0.16
H -0.02 -0.06 0.07
H 0.47 -0.12 0.34
O -0.76 0.04 -0.93
H 0.72 0.36 0.34
H 0.04 -0.40 0.59

## Properties
SMILES string   C=CC[C@@H](C)N.O
F_max   2.03 eV Å⁻¹
Multiplicity   1
HOMO energy   -9.3 eV

[9]
Molecular formula: C5H13NO
Method: DFT, wB97M-V/def2-TZVPD

Cartesian coordinates (Å):
C: 1.4679 -0.0153 -0.5995
C: 0.9356 1.3410 0.0859
N: -0.3834 1.6646 -0.4307
C: -0.9367 2.9450 0.1151
C: -1.7558 -1.4768 0.0154
C: -1.0364 -2.6055 -0.1128
O: 1.4987 -2.5244 0.6964
H: 0.6653 -0.7578 -0.6748
H: 1.8473 0.1490 -1.5981
H: 2.1993 -0.4898 0.0729
H: 0.9481 1.2026 1.1360
H: 1.7168 2.1187 -0.0757
H: -1.9875 3.0706 -0.0966
H: -0.4033 3.7920 -0.1916
H: -0.8724 2.9267 1.1650
H: -2.5364 -1.3372 -0.7469
H: -1.4531 -0.6547 0.6714
H: 0.0041 -2.5557 0.3635
H: -1.6807 -3.3987 -0.6542
H: 1.7626 -3.3940 0.8591

Atomic forces in eV per Å
C -0.69 0.98 1.30
C -0.04 -1.99 -3.38
N 0.70 1.46 1.42
C -0.43 -2.77 -0.82
C 0.56 -0.66 -0.94
C -2.88 0.67 -0.39
O -0.64 2.48 -0.19
H 0.14 0.45 0.08
H 0.23 0.27 -0.14
H -0.08 0.26 -0.50
H -0.41 -0.06 1.59
H -0.64 0.28 0.00
H -0.19 -0.20 -0.62
H 1.11 1.28 -0.78
H 0.41 -0.10 1.71
H -0.20 0.32 0.88
H -0.11 0.15 -0.30
H 0.49 -1.18 -0.19
H 2.06 0.72 0.76
H 0.60 -2.37 0.50

## Properties
F_max   3.92 eV Å⁻¹
Multiplicity   1
HOMO energy   -7.4 eV

[10]
Molecular formula: C5H13NO
Method: DFT, wB97M-V/def2-TZVPD

Cartesian coordinates (Å):
C: -0.1848 0.8079 1.7417
C: 0.5957 1.4032 0.5688
C: -0.3270 1.6216 -0.6249
N: -0.9415 0.3464 -0.9996
C: -1.7895 -0.1643 0.0795
C: -0.9264 -0.4554 1.3019
H: -0.9241 1.5524 2.0944
H: 0.4957 0.5835 2.5855
H: 1.4036 0.7091 0.2673
H: 1.0667 2.3618 0.8597
H: 0.2431 2.0058 -1.4926
H: -1.0846 2.3827 -0.3562
H: -1.5082 0.4760 -1.8474
H: -2.2896 -1.0869 -0.2727
H: -2.5782 0.5588 0.3632
H: -1.5581 -0.8434 2.1239
H: -0.1959 -1.2442 1.0378
O: 3.7847 -3.6826 -2.1933
H: 2.9750 -3.1238 -2.2134
H: 3.7436 -4.2088 -3.0238

Atomic forces in eV per Å
C 0.08 0.05 0.29
C 0.40 0.15 0.01
C 0.24 0.07 -0.33
N -0.50 0.24 -0.42
C -0.12 -0.36 -0.16
C -0.02 -0.37 0.21
H 0.27 -0.24 -0.05
H -0.34 0.14 -0.34
H -0.31 0.28 0.13
H -0.19 -0.41 -0.12
H -0.26 -0.16 0.40
H 0.07 -0.08 -0.05
H 0.38 -0.10 0.53
H 0.22 0.42 0.17
H 0.08 -0.08 -0.05
H 0.28 0.15 -0.35
H -0.29 0.30 0.12
O -0.87 0.02 -0.88
H 0.85 -0.61 -0.01
H 0.01 0.59 0.89

## Properties
SMILES string   C1CCNCC1.O
F_max   1.23 eV Å⁻¹
Multiplicity   1
HOMO energy   -8.9 eV

[11]
Molecular formula: C5H13NO
Method: DFT, wB97M-V/def2-TZVPD

Cartesian coordinates (Å):
C: 3.0615 -0.7603 2.1185
C: 1.6216 -0.7215 1.7290
N: 0.8587 -0.0146 2.5868
O: 1.2474 -1.2847 0.7535
H: 3.5329 -0.3196 1.1849
H: 3.3194 -1.8924 2.2270
H: 3.3529 -0.3082 3.0279
H: -0.0441 -0.1536 2.7348
H: 1.2907 0.2922 3.4456
C: -1.7362 -0.3061 -0.9403
C: -1.5253 0.0133 -2.3865
C: -1.6773 1.6458 -2.4196
H: -2.6417 -0.0137 -0.5594
H: -0.9256 0.0327 -0.2818
H: -1.5671 -1.3293 -0.6970
H: -0.5190 -0.3993 -2.7994
H: -2.4056 -0.4766 -2.8401
H: -2.6978 1.9129 -2.7276
H: -1.7324 1.9101 -1.3006
H: -0.8131 2.1728 -2.8557

Atomic forces in eV per Å
C 1.08 -2.18 -2.19
C 0.85 0.21 1.72
N 3.74 1.49 0.97
O -1.17 -0.86 -1.74
H 0.22 -0.67 1.42
H -0.23 2.01 -0.51
H 0.22 0.87 0.76
H -4.96 -0.87 -0.16
H 0.25 -0.01 -0.28
C 3.61 -1.41 0.72
C 0.25 1.42 -0.27
C -0.06 -1.60 1.99
H -2.31 0.86 0.75
H -0.14 0.92 -0.24
H -0.54 -1.44 -0.28
H -1.89 0.85 0.65
H 0.73 0.36 -0.75
H 0.65 0.19 -0.73
H 0.51 -0.03 -1.65
H -0.80 -0.11 -0.18

## Properties
SMILES string   CC(N)=O.CCC
F_max   5.04 eV Å⁻¹
Multiplicity   1
HOMO energy   -9.9 eV

[12]
Molecular formula: C5H13NO
Method: DFT, wB97M-V/def2-TZVPD

Cartesian coordinates (Å):
C: 2.4522 1.3808 -0.6234
C: 2.2416 0.8756 0.7918
N: 1.1186 1.3419 1.4084
O: 3.0393 0.1800 1.3880
H: 2.3870 2.4608 -0.6310
H: 1.5981 1.0180 -1.2014
H: 3.4226 1.0193 -0.9467
H: 0.9182 1.0105 2.3365
H: 0.3443 1.7489 0.8961
C: -1.1406 -2.1466 -0.6935
C: -1.7453 -0.7574 -0.8389
C: -2.0629 -0.0732 0.4951
H: -0.0985 -2.1154 -0.3601
H: -1.1472 -2.6723 -1.6475
H: -1.6735 -2.7038 0.0847
H: -0.9982 -0.1342 -1.3561
H: -2.5742 -0.6994 -1.5544
H: -2.4820 -0.7309 1.2508
H: -1.0567 0.1135 0.8735
H: -2.5429 0.8839 0.3282

Atomic forces in eV per Å
C -0.53 -0.48 0.67
C 0.36 0.38 0.34
N -0.63 0.23 -0.14
O -0.02 -0.07 -0.22
H 0.20 0.28 -0.03
H 0.36 -0.12 -0.39
H -0.18 0.03 -0.35
H 0.07 -0.10 0.01
H 0.46 -0.09 0.13
C -0.09 0.00 0.28
C 0.16 0.60 -0.65
C 1.62 -0.38 -0.53
H -0.07 0.21 -0.01
H -0.12 -0.20 0.12
H -0.08 -0.20 -0.36
H -0.04 0.01 0.17
H -0.22 -0.53 0.38
H -0.74 0.11 -0.18
H -0.09 0.33 0.43
H -0.42 -0.02 0.36

## Properties
SMILES string   CC(N)=O.CCC
F_max   1.75 eV Å⁻¹
Multiplicity   1
HOMO energy   -9.8 eV